Arrangement P

Density functional theory data (the ωB97M-V functional and the def2-TZVPD basis) for one molecule with the formula C4H10N.

The geometry in XYZ format:
```
15
Properties=species:S:1:pos:R:3:mulliken_charge:R:1
C -1.0038 0.7255 -0.4009 -1.33
N -0.0299 1.0161 0.7105 -0.91
C 0.9579 -0.0924 0.8373 -1.17
C 0.3123 -1.2223 0.0230 -0.76
C -0.3298 -0.4769 -1.1313 -0.70
H -1.0962 1.6344 -0.9865 0.60
H -1.9720 0.3843 -0.0483 0.39
H 0.4685 1.9029 0.4766 0.89
H -0.5821 1.1793 1.6189 0.76
H 1.8458 0.1949 0.2725 0.31
H 1.3064 -0.3313 1.8335 0.47
H -0.2858 -1.8737 0.6617 0.41
H 1.0128 -1.9679 -0.3845 0.29
H 0.4627 -0.0641 -1.7546 0.38
H -1.0668 -1.0086 -1.7279 0.35
```

⟨S²⟩	0.751
M	72.131	g mol⁻¹
LUMO energy (alpha / beta)	1.096 / 0.768	eV
spin multiplicity	2
HOMO energy (alpha / beta)	-3.3655 / -12.2015	eV

Arrangement Q

Density functional theory data (the ωB97M-V functional and the def2-TZVPD basis) for a 2-piece molecular cluster, C4H10N overall.

The geometry in XYZ format:
```
15
Properties=species:S:1:pos:R:3:mulliken_charge:R:1
C -0.7792 0.0571 -0.3096 -0.36
N 0.4903 -0.5576 -0.7297 -0.44
C 1.4710 0.4119 -0.2639 -0.41
C 1.0473 0.4859 1.2084 -0.55
C -0.4554 0.7552 1.0567 -0.56
H -1.0643 0.7493 -1.1082 0.27
H -1.5490 -0.7112 -0.2520 0.29
H -2.3035 -2.8809 -2.1784 0.02
H -1.7790 -2.5395 -2.5472 -0.02
H 1.3701 1.4447 -0.6312 0.24
H 2.4621 0.0188 -0.4770 0.34
H 1.1715 -0.5561 1.5392 0.27
H 1.6314 1.0778 1.9074 0.36
H -0.6076 1.8286 0.9290 0.25
H -1.1058 0.4161 1.8566 0.31
```

⟨S²⟩	0.754
M	72.131	g mol⁻¹
LUMO energy (alpha / beta)	1.235 / 0.003	eV
spin multiplicity	2
HOMO energy (alpha / beta)	-9.3231 / -9.7853	eV

arrangement Q ends up most stable, edging out the next structure by 0.0188 hartree.

Arrangement P

Density functional theory data (the ωB97M-V functional and the def2-TZVPD basis) for a 15-piece molecular cluster, H31O15 overall.

The geometry in XYZ format:
```
46
Properties=species:S:1:pos:R:3:mulliken_charge:R:1
O 0.5508 0.8828 2.8155 -0.68
H 1.0771 -1.9562 -1.8707 0.31
H 1.2291 1.4688 2.4794 0.33
O 3.3433 1.2021 -0.7143 -0.62
H 2.4062 1.0886 -0.9143 0.29
H 3.2916 1.8833 -0.0352 0.32
O 1.3112 -1.1436 -2.3274 -0.61
H -0.7526 -0.1882 -3.8084 0.25
H -3.4042 2.9404 1.7962 0.27
O 2.6863 -0.9023 2.8833 -0.57
H 0.0417 -3.5660 -0.1387 0.36
H 2.7853 -1.6063 2.2289 0.29
O -0.1129 1.6953 -1.4715 -0.52
H 0.1963 1.2266 -0.6185 0.31
H -0.8180 1.2113 -1.9282 0.47
O -1.2676 -0.0770 -2.9953 -0.64
H -0.3631 -0.6015 0.3477 0.35
H 0.4671 -0.6773 -2.4585 0.30
O 0.5287 -0.1459 0.3013 -0.31
H 2.1747 -3.9819 0.4557 0.34
H -0.7263 -3.2290 -1.4079 0.32
O -3.2025 -2.2014 -0.4954 -0.62
H -0.5680 2.6462 -1.0707 0.68
H -2.7291 -3.0483 -0.5894 0.31
O -0.8906 -3.4656 -0.4833 -0.72
H -2.1914 -0.2057 -3.2377 0.23
H -1.0633 4.6478 -0.7057 0.33
O 2.5597 -2.2279 -0.0524 -0.60
H -3.8372 2.3826 0.4545 0.29
O 0.3781 3.8071 2.1317 -0.61
H -0.4483 3.4321 1.7894 0.27
H 0.0283 4.2836 2.8925 0.32
O 1.2456 -4.0113 0.7536 -0.61
H -3.6869 -2.4330 0.3185 0.31
H 0.8171 -4.8277 1.0286 0.28
O -1.4051 3.7462 -0.7407 -0.55
H 0.6590 -0.0798 1.2772 0.20
H -1.8636 3.6008 -1.5888 0.35
O -3.1866 2.2604 1.1511 -0.56
H 0.8088 0.0834 3.2912 0.28
H -2.4835 -0.3392 -0.9415 0.14
O -2.1916 0.5659 -0.6565 -0.45
H -3.1180 0.5024 -0.2861 0.30
H 3.5683 -0.8219 3.2852 0.29
H 2.1854 -1.3421 0.0033 0.31
H 3.1740 -2.3350 -0.7815 0.28
```

M	271.233	g mol⁻¹
total charge	+1
LUMO energy	-3.055	eV
HOMO energy	-13.5741	eV

Arrangement Q

Density functional theory data (the ωB97M-V functional and the def2-TZVPD basis) for a 15-piece molecular cluster, H31O15 overall.

The geometry in XYZ format:
```
46
Properties=species:S:1:pos:R:3:mulliken_charge:R:1
O -2.5196 -1.5338 2.5337 -0.66
H -4.2517 -0.3195 -2.5743 0.30
H -2.4892 -0.7888 1.9343 0.26
O 2.4211 -1.2305 -0.3757 -0.65
H 2.9803 1.9165 -0.7671 0.48
H 2.9982 -1.5884 0.3253 0.30
O -3.6295 0.0464 -1.8967 -0.57
H -0.1064 -4.4939 -1.7617 0.34
H -1.1472 1.7917 3.7333 0.31
O 1.6883 -0.3488 3.5783 -0.62
H -1.5552 1.0302 -0.9992 0.21
H 0.7374 -0.5297 3.7998 0.32
O -2.2599 -3.4661 -0.7373 -0.52
H -1.3674 -3.6504 -0.3050 0.21
H -2.6525 -4.2048 -0.4302 0.27
O 0.6401 -4.0421 -1.3287 -0.59
H -0.1166 3.2892 0.1170 0.62
H -3.1700 -0.6722 -1.6628 0.26
O 0.4366 3.6591 -0.8778 -0.72
H 0.7022 -0.9742 -0.4835 0.37
H -2.3490 2.1734 -1.3542 0.22
O 1.0970 0.0592 -3.9670 -0.53
H 2.1052 -2.1015 -0.7136 0.30
H 1.9084 0.1108 -4.5672 0.30
O -1.4500 1.9147 -1.1580 -0.46
H 0.7700 -4.5020 -0.6113 0.29
H 4.3785 0.7258 -1.8395 0.37
O -0.3764 -2.7532 1.6824 -0.68
H -2.6436 2.0890 3.3330 0.28
O 2.0735 1.8337 -0.2363 -0.67
H 1.6995 0.9904 -0.5982 0.22
H 1.1779 2.7958 -0.6072 0.39
O -0.2016 -1.2883 -0.4596 -0.69
H 0.4635 0.1098 -4.5718 0.26
H -0.3881 -2.1508 -0.9285 0.27
O 4.4950 1.5077 -1.1394 -0.71
H 0.1336 3.2146 -1.8766 0.43
H 4.4002 1.0841 -0.2105 0.39
O -1.7721 2.3332 3.2301 -0.65
H -1.7360 -2.0249 2.1711 0.45
H -0.9685 3.1475 1.8801 0.42
O -0.7325 3.7764 1.2208 -0.56
H -0.8608 4.7232 1.6199 0.31
H 1.9953 0.3323 4.3008 0.31
H 0.3573 -3.0968 2.1661 0.25
H -0.2840 -2.1660 0.9318 0.57
```

M	271.233	g mol⁻¹
total charge	+1
LUMO energy	-2.755	eV
HOMO energy	-12.8267	eV

arrangement P ends up most stable, edging out the next structure by 0.0742 hartree.

Arrangement P

Density functional theory data (the ωB97M-V functional and the def2-TZVPD basis) for a 2-piece molecular cluster, C5H9FO overall.

The geometry in XYZ format:
```
16
Properties=species:S:1:pos:R:3:mulliken_charge:R:1
C -2.0776 -1.5433 0.3402 -0.84
C -1.6264 -0.2885 0.4567 0.77
C -1.5018 0.8309 -0.5345 -0.94
F -1.2328 0.1918 1.6140 -0.27
H -2.3643 -1.8254 -0.6293 0.27
H -2.2098 -2.1704 1.2226 0.27
H -0.7393 0.3158 -1.2322 0.22
H -1.1465 1.8537 -0.2665 0.25
H -2.5550 1.0690 -0.8159 0.27
C 2.5577 0.6904 -0.4105 -0.81
C 1.7935 -0.4109 0.4552 0.11
O 0.7870 -0.9566 0.0611 -0.43
H 3.2809 1.0860 0.2121 0.34
H 1.7722 1.3925 -0.6623 0.21
H 3.1130 0.1934 -1.2956 0.25
H 2.1491 -0.4286 1.4847 0.35
```

M	104.124	g mol⁻¹
LUMO energy	0.968	eV
SMILES	C=C(C)F.CC=O
HOMO energy	-8.7795	eV

Arrangement Q

Density functional theory data (the ωB97M-V functional and the def2-TZVPD basis) for a 2-piece molecular cluster, C5H9FO overall.

The geometry in XYZ format:
```
16
Properties=species:S:1:pos:R:3:mulliken_charge:R:1
C -2.1404 -1.4786 0.1261 -1.26
C -1.3198 -0.4332 -0.6387 0.03
C -1.3092 0.8013 0.1670 -0.09
O -0.7824 1.8238 -0.0375 -0.42
H -1.8337 -2.4648 -0.2406 0.34
H -3.2265 -1.1786 -0.1486 0.28
H -2.0137 -1.4976 1.1768 0.41
H -1.8204 -0.2075 -1.6078 0.21
H -0.2843 -0.8057 -0.7337 0.27
H -2.0449 0.8185 1.1010 0.27
C 3.1034 1.3299 0.5069 -0.77
C 2.4993 0.3440 -0.1000 0.58
F 3.0784 -0.7907 -0.3780 -0.23
H 4.1702 1.2226 0.6314 0.29
H 2.5622 2.2684 0.5925 0.28
H 1.3620 0.2481 -0.4168 -0.19
```

M	104.124	g mol⁻¹
LUMO energy	0.944	eV
SMILES	CCC=O.C=CF
HOMO energy	-9.8819	eV

Arrangement R

Density functional theory data (the ωB97M-V functional and the def2-TZVPD basis) for C5H9FO as an isolated structure.

The geometry in XYZ format:
```
16
Properties=species:S:1:pos:R:3:mulliken_charge:R:1
C 0.6190 1.6339 -0.2459 -1.35
C 0.9398 0.3461 0.4753 0.28
C 0.5818 -1.2971 -0.6841 -0.64
C -0.1580 -0.7462 0.4948 0.02
C -1.6154 -0.3999 0.3636 -0.63
H 0.5153 1.4624 -1.2850 0.34
H -0.2909 2.0897 0.1529 0.30
H 1.4607 2.3097 -0.0737 0.37
H 1.3557 0.5638 1.4532 0.37
H 0.6719 -2.3781 -0.7332 0.35
H 0.0546 -0.9018 -1.5749 0.27
H 0.0304 -1.3362 1.3699 0.47
H -2.0418 0.1719 1.2210 0.28
H -2.1071 -1.3248 0.1770 0.34
O 1.7296 -0.5466 -0.3583 -0.48
F -1.7454 0.3531 -0.7526 -0.29
```

M	104.124	g mol⁻¹
LUMO energy	1.009	eV
HOMO energy	-9.6652	eV

arrangement R ends up most stable, edging out the next structure by 0.0255 hartree.